[1]
A structure of composition C62H46Cl5INOP3SiTi. Source: the Open Molecules 2025 dataset; level of theory: ωB97M-V/def2-TZVPD.

Positions of all 121 atoms, in Å:
Ti1 0.2630 0.4841 -0.7026
C1 4.7034 -4.0433 -1.4414
C2 4.5717 -3.1121 -2.4602
C3 3.3542 -2.4837 -2.6801
C4 2.2598 -2.7689 -1.8696
C5 2.3972 -3.7102 -0.8500
C6 3.6097 -4.3473 -0.6411
P1 0.6675 -1.8889 -2.0571
C7 0.4998 -1.5771 -3.8571
C8 -0.2884 -2.3692 -4.6910
C9 -0.3770 -2.1013 -6.0498
C10 0.3166 -1.0390 -6.6009
C11 1.0851 -0.2289 -5.7790
C12 1.1659 -0.4881 -4.4225
C13 -0.5952 -3.1655 -1.7043
C14 -0.5921 -4.4182 -2.3172
C15 -1.6559 -5.2825 -2.1290
C16 -2.7300 -4.8911 -1.3364
C17 -2.6956 -3.6796 -0.6644
C18 -1.6068 -2.8150 -0.7993
Si1 -1.0901 -1.4390 0.3951
C19 0.1108 -2.4750 1.4777
C20 -0.1342 -3.8238 1.7783
C21 0.6528 -4.5187 2.6781
C22 1.7063 -3.8776 3.3292
C23 1.9753 -2.5544 3.0438
C24 1.2009 -1.8693 2.1045
P2 1.5406 -0.1280 1.7136
C25 1.1665 0.6395 3.3390
C26 -0.1257 0.4154 3.8177
C27 -0.5402 0.9442 5.0254
C28 0.3453 1.6968 5.7892
C29 1.6373 1.8964 5.3372
C30 2.0514 1.3695 4.1189
C31 3.3387 0.0176 1.5365
C32 3.8842 1.3017 1.4818
C33 5.2298 1.4847 1.2108
C34 6.0409 0.3859 0.9585
C35 5.5000 -0.8899 0.9844
C36 4.1569 -1.0765 1.2776
C37 -2.4694 -1.0018 1.5973
C38 -3.1063 -1.9704 2.3867
C39 -4.0609 -1.6255 3.3222
C40 -4.4029 -0.2877 3.4909
C41 -3.7813 0.6840 2.7325
C42 -2.8030 0.3402 1.7947
P3 -1.9740 1.6158 0.7435
C43 -3.4377 2.1486 -0.2257
C44 -4.2600 1.1469 -0.7394
C45 -5.3640 1.4643 -1.5122
C46 -5.6654 2.7926 -1.7799
C47 -4.8646 3.7960 -1.2580
C48 -3.7606 3.4769 -0.4809
C49 -1.6580 3.0072 1.8929
C50 -2.6747 3.7977 2.4293
C51 -2.3847 4.8389 3.2970
C52 -1.0681 5.1172 3.6328
C53 -0.0452 4.3570 3.0874
C54 -0.3445 3.3156 2.2240
H1 5.6488 -4.5431 -1.2813
H2 5.4129 -2.8761 -3.0971
H3 3.2631 -1.7776 -3.4963
H4 1.5538 -3.9579 -0.2183
H5 3.6958 -5.0817 0.1492
H6 -0.8673 -3.1893 -4.2930
H7 -1.0140 -2.7179 -6.6685
H8 0.2261 -0.8157 -7.6539
H9 1.5913 0.6359 -6.1841
H10 1.7339 0.1889 -3.7997
H11 0.2344 -4.7079 -2.9558
H12 -1.6599 -6.2487 -2.6140
H13 -3.5780 -5.5518 -1.2162
H14 -3.5118 -3.4191 -0.0036
H15 -0.9448 -4.3439 1.2817
H16 0.4450 -5.5613 2.8822
H17 2.3077 -4.4121 4.0520
H18 2.7910 -2.0471 3.5466
H19 -0.8260 -0.1759 3.2429
H20 -1.5525 0.7681 5.3646
H21 0.0275 2.1161 6.7343
H22 2.3388 2.4661 5.9334
H23 3.0730 1.5266 3.7991
H24 3.2507 2.1706 1.6223
H25 5.6370 2.4853 1.1688
H26 7.0887 0.5276 0.7312
H27 6.1192 -1.7500 0.7682
H28 3.7486 -2.0778 1.2794
H29 -2.8283 -3.0120 2.2829
H30 -4.5368 -2.3903 3.9216
H31 -5.1529 -0.0036 4.2179
H32 -4.0628 1.7144 2.8790
H33 -4.0359 0.1036 -0.5488
H34 -5.9834 0.6714 -1.9089
H35 -6.5231 3.0417 -2.3899
H36 -5.0960 4.8347 -1.4507
H37 -3.1645 4.2741 -0.0633
H38 -3.7044 3.6421 2.1364
H39 -3.1894 5.4416 3.6968
H40 -0.8403 5.9356 4.3025
H41 0.9865 4.5770 3.3225
H42 0.4609 2.7429 1.7787
Cl1 2.8697 0.4930 -1.5506
C55 2.5293 2.2081 -1.2712
C56 1.2365 2.4876 -0.8738
C57 0.9465 3.8454 -0.9265
Cl2 -0.7127 4.3473 -0.8238
C58 1.9048 4.8321 -1.1545
Cl3 1.4935 6.5039 -1.1106
C59 3.2240 4.4702 -1.4506
Cl4 4.4296 5.6616 -1.7321
C60 3.5404 3.1209 -1.5663
Cl5 5.0959 2.6077 -2.0868
N1 -2.6358 -0.1326 -2.9445
C61 -1.8501 0.9873 -2.9443
O1 -0.7110 0.9030 -2.3443
C62 -2.2613 2.1514 -3.5850
I1 -2.1437 1.5875 -6.2460
H43 -2.1963 -1.0025 -2.6842
H44 -3.2592 -0.1995 -3.7377
H45 -1.6181 3.0141 -3.4992
H46 -3.3200 2.3226 -3.6981

Calculated values
Energy relative to the best compared isomer or geometry (same formula, charge and spin) (eV): 1.528
LUMO energy (spin up / spin down) (eV): -1.30 / -1.28

[2]
A structure of composition C62H46CrN2O2P3S2Si. Source: the Open Molecules 2025 dataset; level of theory: ωB97M-V/def2-TZVPD.

Positions of all 119 atoms, in Å:
Cr1 0.1533 -0.4008 -0.4049
C1 -1.8452 -5.5505 -3.1069
C2 -2.7903 -4.6338 -3.5463
C3 -2.7723 -3.3349 -3.0645
C4 -1.8220 -2.9293 -2.1228
C5 -0.8802 -3.8585 -1.6916
C6 -0.8901 -5.1569 -2.1830
P1 -1.8677 -1.1962 -1.4904
C7 -2.4932 -0.3487 -2.9758
C8 -3.7675 0.1954 -3.0669
C9 -4.2196 0.7032 -4.2811
C10 -3.3965 0.6750 -5.3965
C11 -2.1060 0.1650 -5.2982
C12 -1.6539 -0.3421 -4.0931
C13 -3.2444 -1.1618 -0.2755
C14 -4.4275 -1.8596 -0.5040
C15 -5.4482 -1.8359 0.4316
C16 -5.2900 -1.1132 1.6061
C17 -4.1115 -0.4196 1.8372
C18 -3.0660 -0.4321 0.9108
Si1 -1.4314 0.4845 1.1463
C19 -1.7974 2.3076 0.8033
C20 -2.7753 3.0422 1.4905
C21 -3.0189 4.3679 1.1876
C22 -2.2902 4.9963 0.1785
C23 -1.3309 4.2904 -0.5185
C24 -1.0792 2.9473 -0.2074
P2 0.1784 1.9794 -1.1262
C25 1.7588 2.8369 -0.8080
C26 1.8509 4.1321 -0.3069
C27 3.0768 4.7835 -0.2849
C28 4.2199 4.1448 -0.7452
C29 4.1443 2.8367 -1.2000
C30 2.9206 2.1872 -1.2191
C31 -0.1759 2.5331 -2.8492
C32 -1.4999 2.7575 -3.2323
C33 -1.7934 3.2706 -4.4838
C34 -0.7706 3.5360 -5.3862
C35 0.5437 3.2980 -5.0222
C36 0.8402 2.8118 -3.7545
C37 -0.6905 0.4731 2.8806
C38 -1.4041 0.8714 4.0163
C39 -0.7797 1.0619 5.2369
C40 0.5961 0.9014 5.3386
C41 1.3256 0.5156 4.2287
C42 0.6910 0.2587 3.0102
P3 1.6611 -0.3105 1.5528
C43 2.3267 -1.9722 1.9877
C44 2.5190 -2.4025 3.2952
C45 3.0748 -3.6475 3.5538
C46 3.4465 -4.4828 2.5104
C47 3.2413 -4.0682 1.2022
C48 2.6756 -2.8279 0.9473
C49 3.1990 0.6881 1.6669
C50 4.4121 0.1419 1.2514
C51 5.5900 0.8675 1.3644
C52 5.5706 2.1418 1.9100
C53 4.3645 2.6986 2.3128
C54 3.1844 1.9831 2.1800
H1 -1.8527 -6.5639 -3.4872
H2 -3.5362 -4.9230 -4.2754
H3 -3.4978 -2.6294 -3.4481
H4 -0.1293 -3.5889 -0.9623
H5 -0.1433 -5.8589 -1.8361
H6 -4.4206 0.2028 -2.2027
H7 -5.2188 1.1146 -4.3512
H8 -3.7534 1.0657 -6.3410
H9 -1.4489 0.1681 -6.1580
H10 -0.6490 -0.7439 -4.0169
H11 -4.5550 -2.4425 -1.4084
H12 -6.3597 -2.3901 0.2482
H13 -6.0808 -1.0998 2.3455
H14 -4.0039 0.1227 2.7683
H15 -3.3611 2.5652 2.2682
H16 -3.7796 4.9178 1.7275
H17 -2.4835 6.0321 -0.0695
H18 -0.7865 4.7746 -1.3199
H19 0.9696 4.6495 0.0496
H20 3.1349 5.7967 0.0928
H21 5.1714 4.6613 -0.7360
H22 5.0285 2.3216 -1.5529
H23 2.8646 1.1691 -1.5781
H24 -2.3090 2.5671 -2.5403
H25 -2.8241 3.4583 -4.7544
H26 -1.0008 3.9291 -6.3686
H27 1.3531 3.4948 -5.7128
H28 1.8772 2.6653 -3.4919
H29 -2.4673 1.0629 3.9456
H30 -1.3571 1.3657 6.1009
H31 1.1009 1.0877 6.2777
H32 2.4032 0.4420 4.3070
H33 2.2133 -1.7956 4.1323
H34 3.2065 -3.9665 4.5797
H35 3.8752 -5.4548 2.7170
H36 3.5004 -4.7169 0.3748
H37 2.4827 -2.5299 -0.0785
H38 4.4460 -0.8629 0.8526
H39 6.5239 0.4277 1.0382
H40 6.4901 2.7035 2.0149
H41 4.3392 3.6997 2.7237
H42 2.2512 2.4293 2.5027
N1 -0.7204 -2.8281 1.4650
C55 -0.3825 -1.9800 0.7525
O1 3.7396 2.0978 -4.7852
S1 3.6823 0.6714 -4.9529
O2 3.7545 0.1193 -6.2700
N2 2.3371 0.0829 -4.1725
C56 2.6611 -0.6381 -3.1523
S2 1.5331 -1.4902 -2.1549
C57 4.1406 -0.7784 -2.9162
C58 4.8057 -1.4428 -1.9023
C59 6.1949 -1.3846 -1.8783
C60 6.8991 -0.6776 -2.8494
C61 6.2307 -0.0100 -3.8702
C62 4.8534 -0.0837 -3.8719
H43 4.2534 -1.9916 -1.1519
H44 6.7365 -1.8994 -1.0951
H45 7.9803 -0.6506 -2.8128
H46 6.7667 0.5399 -4.6320

Calculated values
⟨S²⟩: 3.841
Multiplicity: 4
Energy relative to the best compared isomer or geometry (same formula, charge and spin) (eV): 0.000
LUMO energy (spin up / spin down) (eV): -0.19 / -0.31

[3]
A structure of composition C62H49Br2N4O4P2RbS4. Source: the Open Molecules 2025 dataset; level of theory: ωB97M-V/def2-TZVPD.

Positions of all 128 atoms, in Å:
Rb1 -0.4583 -0.0769 0.7427
C1 2.4786 -0.3345 3.3668
O1 2.4156 -0.5368 1.9646
C2 3.5483 -0.7870 1.3110
C3 4.7431 -1.1448 1.9033
C4 5.8546 -1.4201 1.1055
Br1 7.4781 -1.9351 1.9493
C5 5.8016 -1.3428 -0.2575
C6 4.5950 -0.9600 -0.8724
C7 3.4702 -0.6767 -0.1008
O2 2.2963 -0.3095 -0.6143
C8 4.4997 -0.8528 -2.3243
N1 3.3906 -0.6043 -2.9824
C9 3.7392 -0.5698 -4.3216
C10 2.9540 -0.3229 -5.4439
C11 3.5768 -0.3311 -6.6778
C12 4.9519 -0.5772 -6.8002
C13 5.7455 -0.8184 -5.6926
C14 5.1114 -0.8080 -4.4566
N2 5.5726 -0.9843 -3.1661
H1 3.2463 0.4050 3.6076
H2 2.6727 -1.2790 3.8826
H3 1.5044 0.0413 3.6599
H4 4.8120 -1.2420 2.9759
H5 6.6783 -1.5892 -0.8400
H6 2.3548 -0.3568 -1.5973
H7 1.8955 -0.1236 -5.3405
H8 2.9942 -0.1406 -7.5695
H9 5.4030 -0.5746 -7.7842
H10 6.8076 -1.0036 -5.7896
H11 6.5173 -1.1699 -2.8860
O3 -7.0180 4.4983 2.4147
C15 -6.0544 3.7953 2.1620
S1 -6.0700 2.4192 1.0782
C16 -4.3660 1.9382 1.1983
C17 -3.6083 2.6929 2.0325
S2 -1.9075 2.5910 2.4021
S3 -4.4510 4.0215 2.8502
S4 -3.9314 0.5765 0.1964
C18 -5.5676 -4.9967 5.1317
C19 -5.6878 -4.9664 3.7512
C20 -4.6372 -4.4920 2.9725
C21 -3.4502 -4.0446 3.5466
C22 -3.3535 -4.0721 4.9399
C23 -4.3942 -4.5436 5.7257
P1 -2.1235 -3.4216 2.3508
C24 -1.6170 -2.0216 3.4536
C25 -2.5125 -0.9568 3.5749
C26 -2.3277 0.0174 4.5447
C27 -1.2433 -0.0595 5.4074
C28 -0.3297 -1.0966 5.2737
C29 -0.5086 -2.0683 4.2964
C30 -0.8219 -4.6712 2.7337
C31 -0.7942 -5.7266 3.6037
C32 0.3424 -6.5758 3.6253
C33 1.3964 -6.3874 2.7730
C34 1.3807 -5.3237 1.8312
C35 2.3798 -5.0997 0.8501
C36 2.2105 -4.0791 -0.0526
C37 1.0862 -3.2156 0.0208
C38 0.1063 -3.3221 0.9862
C39 0.2763 -4.4424 1.8496
H12 -6.3870 -5.3543 5.7447
H13 -6.6051 -5.2972 3.2775
H14 -4.7403 -4.4504 1.8931
H15 -2.4534 -3.6976 5.4162
H16 -4.2973 -4.5470 6.8058
H17 -3.3610 -0.8868 2.8999
H18 -3.0126 0.8520 4.5974
H19 -1.0964 0.7055 6.1607
H20 0.5296 -1.1528 5.9352
H21 0.2013 -2.8828 4.2046
H22 -1.6239 -5.9316 4.2697
H23 0.3675 -7.4007 4.3302
H24 2.2463 -7.0637 2.8028
H25 3.2470 -5.7517 0.8012
H26 2.9545 -3.9336 -0.8345
H27 1.0066 -2.4444 -0.7440
O4 -0.5858 2.4139 -0.9004
P2 -0.5122 3.7408 -1.5529
C40 0.9175 3.8735 -2.6715
C41 1.1283 4.9582 -3.5215
C42 2.2307 4.9879 -4.3600
C43 3.1361 3.9329 -4.3528
C44 2.9334 2.8516 -3.5099
C45 1.8237 2.8188 -2.6739
C46 -1.9968 3.9769 -2.5591
C47 -2.8149 2.8611 -2.7183
C48 -3.9804 2.9646 -3.4652
C49 -4.3262 4.1727 -4.0521
C50 -3.5239 5.2937 -3.8728
C51 -2.3668 5.1986 -3.1165
C52 -0.4499 5.1700 -0.4680
C53 -1.5390 5.3336 0.3889
C54 -1.5455 6.3771 1.3038
C55 -0.4658 7.2435 1.3736
C56 0.6357 7.0671 0.5427
C57 0.6459 6.0262 -0.3735
H28 0.4265 5.7830 -3.5307
H29 2.3852 5.8332 -5.0195
H30 3.9987 3.9542 -5.0081
H31 3.6334 2.0267 -3.5032
H32 1.6480 1.9792 -2.0116
H33 -2.5653 1.9427 -2.1974
H34 -4.6315 2.1051 -3.5571
H35 -5.2424 4.2525 -4.6249
H36 -3.8157 6.2463 -4.2983
H37 -1.7695 6.0846 -2.9307
H38 -2.3661 4.6339 0.3682
H39 -2.3826 6.4735 1.9822
H40 -0.4702 8.0507 2.0966
H41 1.4880 7.7319 0.6153
H42 1.5115 5.8772 -1.0076
Br2 -4.5895 -4.1113 -1.3841
C58 -3.0747 -3.2181 -2.0769
C59 -2.5323 -3.6065 -3.2853
C60 -1.4195 -2.9217 -3.7492
C61 -0.9103 -1.8934 -2.9737
N3 -1.4357 -1.5266 -1.8098
C62 -2.5078 -2.1722 -1.3600
H43 -2.9674 -4.4241 -3.8448
H44 -0.9515 -3.1887 -4.6877
H45 -0.0299 -1.3441 -3.2946
H46 -2.9272 -1.8547 -0.4106
N4 1.6612 2.4359 1.6084
H47 2.3428 3.1602 1.4108
H48 0.9845 2.8323 2.2574
H49 1.1356 2.2915 0.7497

Calculated values
Net charge: -2
Energy relative to the best compared isomer or geometry (same formula, charge and spin) (eV): 0.697
LUMO energy (eV): 2.93

[4]
A structure of composition C62H51BrIN4O4PPd. Source: the Open Molecules 2025 dataset; level of theory: ωB97M-V/def2-TZVPD.

Positions of all 125 atoms, in Å:
Pd1 0.1141 -0.5259 0.5644
C1 9.8910 0.4331 0.4294
O1 9.1174 -0.7534 0.3007
C2 7.8042 -0.7019 0.4971
C3 7.1053 -1.9077 0.3259
C4 5.7386 -1.9409 0.4193
C5 5.0017 -0.7772 0.7089
C6 5.7190 0.4002 0.9604
C7 7.0940 0.4489 0.8509
C8 3.5421 -0.7585 0.6811
C9 2.8803 -1.3312 -0.4268
C10 3.5183 -1.7954 -1.6321
C11 2.5400 -2.1524 -2.4955
C12 1.2879 -1.9234 -1.8293
N1 1.5333 -1.4338 -0.5765
C13 0.0440 -2.2929 -2.3379
C14 -1.1566 -2.2595 -1.5759
C15 -2.3967 -2.8635 -1.9394
C16 -3.3194 -2.4625 -1.0269
C17 -2.6548 -1.5788 -0.1244
C18 -3.3095 -0.6358 0.6960
C19 -4.7576 -0.4490 0.4462
C20 -5.1646 0.7371 -0.1675
C21 -6.4906 0.9701 -0.4864
C22 -7.4511 0.0047 -0.1826
O2 -8.7609 0.1294 -0.4118
C23 -9.2513 1.3098 -1.0304
C24 -7.0465 -1.1952 0.4169
C25 -5.7242 -1.4202 0.7215
C26 -2.6547 0.3139 1.4923
N2 -1.3157 0.3808 1.7247
C27 -1.0998 1.4635 2.5339
C28 0.1429 1.8493 3.0364
C29 0.2979 3.0724 3.8201
C30 -0.5269 3.4406 4.8951
C31 -0.3277 4.6221 5.5650
C32 0.6879 5.5076 5.1769
O3 0.8081 6.6242 5.8903
C33 1.8691 7.5244 5.5981
C34 1.5049 5.1688 4.0932
C35 1.3215 3.9604 3.4548
C36 1.3473 1.1352 2.7467
C37 2.5112 1.1587 3.5583
C38 3.4556 0.4034 2.9189
C39 2.8686 -0.0559 1.7088
N3 1.5687 0.3745 1.6483
C40 -2.3548 2.1087 2.8080
C41 -3.3159 1.3805 2.1987
N4 -1.3266 -1.5191 -0.4504
C42 -0.0355 -2.6647 -3.7579
C43 -0.5318 -3.8986 -4.1999
C44 -0.6261 -4.1796 -5.5410
C45 -0.2233 -3.2371 -6.4976
O4 -0.3622 -3.6013 -7.7728
C46 0.0245 -2.7080 -8.8066
C47 0.2918 -2.0124 -6.0690
C48 0.3857 -1.7405 -4.7168
H1 10.9057 0.1486 0.1716
H2 9.8691 0.8112 1.4533
H3 9.5472 1.2101 -0.2567
H4 7.6738 -2.8041 0.1178
H5 5.2222 -2.8852 0.3038
H6 5.1823 1.3090 1.1988
H7 7.6077 1.3814 1.0375
H8 4.5798 -1.8296 -1.7999
H9 2.6445 -2.5707 -3.4821
H10 -2.5569 -3.5129 -2.7803
H11 -4.3580 -2.7380 -0.9842
H12 -4.4224 1.4858 -0.4183
H13 -6.7655 1.9015 -0.9616
H14 -10.3302 1.1978 -1.0575
H15 -8.8686 1.4077 -2.0491
H16 -8.9920 2.2007 -0.4542
H17 -7.8090 -1.9288 0.6413
H18 -5.4433 -2.3426 1.2155
H19 -1.2927 2.7628 5.2495
H20 -0.9503 4.8950 6.4065
H21 1.7935 8.3198 6.3316
H22 1.7716 7.9423 4.5941
H23 2.8408 7.0348 5.6926
H24 2.2778 5.8409 3.7496
H25 1.9636 3.7138 2.6191
H26 2.5955 1.6629 4.5063
H27 4.4497 0.1692 3.2590
H28 -2.4690 3.0100 3.3845
H29 -4.3786 1.5491 2.2050
H30 -0.7898 -4.6593 -3.4743
H31 -1.0066 -5.1305 -5.8888
H32 -0.3075 -3.1718 -9.7302
H33 1.1085 -2.5802 -8.8361
H34 -0.4634 -1.7369 -8.6999
H35 0.6164 -1.2715 -6.7865
H36 0.7655 -0.7774 -4.3964
Br1 -1.0927 -4.9707 1.1307
C49 -1.3414 -4.7658 2.9919
C50 -2.3398 -5.5114 3.6025
C51 -2.5331 -5.4185 4.9700
C52 -1.7200 -4.5945 5.7321
C53 -0.7180 -3.8534 5.1271
C54 -0.5391 -3.9216 3.7532
I1 0.9610 -2.7103 2.8745
H37 -2.9515 -6.1668 2.9980
H38 -3.3106 -6.0027 5.4427
H39 -1.8627 -4.5244 6.8017
H40 -0.0669 -3.2274 5.7216
C55 2.2880 1.6895 -1.6692
P1 0.5653 1.4676 -1.1080
C56 0.1875 3.1083 -0.3905
C57 -0.4508 1.4574 -2.6133
C58 -0.0294 1.9971 -3.8273
C59 -0.8871 1.9808 -4.9168
C60 -2.1495 1.4142 -4.8094
C61 -2.5709 0.8677 -3.6056
C62 -1.7258 0.9011 -2.5090
H41 2.3754 2.6227 -2.2251
H42 2.5938 0.8481 -2.2919
H43 2.9439 1.7298 -0.7979
H44 0.2861 3.8623 -1.1716
H45 0.8819 3.3200 0.4231
H46 -0.8295 3.1212 0.0024
H47 0.9599 2.4225 -3.9354
H48 -0.5707 2.4041 -5.8611
H49 -2.8075 1.3968 -5.6681
H50 -3.5461 0.4046 -3.5261
H51 -2.0429 0.4909 -1.5584

Calculated values
Net charge: +2
Energy relative to the best compared isomer or geometry (same formula, charge and spin) (eV): 0.000
LUMO energy (eV): -7.67

Which value of energy relative to the best compared isomer or geometry (same formula, charge and spin) does entry 2 give? 0.000 eV

Which value of energy relative to the best compared isomer or geometry (same formula, charge and spin) does entry 3 give? 0.697 eV

Which formula does entry 3 have? C62H49Br2N4O4P2RbS4